Molecular formula: C10H40N10O10
Method: DFT, wB97M-V/def2-TZVPD

XYZ file:
```
70
C10H40N10O10 | OMol25 | wB97M-V/def2-TZVPD
N 10.305 -8.328 12.603
C 9.318 -9.252 12.427
N 9.050 -9.442 11.117
O 8.801 -9.894 13.339
H 10.759 -8.182 13.486
H 10.639 -7.721 11.876
H 9.455 -8.837 10.422
H 8.229 -9.981 10.898
N 12.899 -5.261 13.914
C 12.201 -4.190 14.416
N 11.213 -4.543 15.283
O 12.490 -3.043 14.127
H 13.749 -5.141 13.402
H 12.577 -6.128 14.301
H 10.910 -5.490 15.385
H 10.741 -3.795 15.762
N 3.759 -7.143 10.881
C 4.473 -7.254 12.056
N 4.687 -8.591 12.242
O 4.922 -6.346 12.744
H 3.450 -7.980 10.438
H 3.684 -6.251 10.424
H 5.098 -8.857 13.137
H 4.199 -9.260 11.685
N 10.048 -0.429 12.724
C 9.324 -1.496 13.189
N 9.246 -2.522 12.307
O 8.708 -1.424 14.243
H 10.662 -0.614 11.954
H 9.983 0.448 13.199
H 8.643 -3.297 12.533
H 9.692 -2.351 11.429
N 6.582 -8.740 14.631
C 5.921 -9.517 15.504
N 4.709 -8.974 15.914
O 6.259 -10.626 15.876
H 7.413 -9.098 14.154
H 6.093 -7.923 14.313
H 4.202 -9.590 16.525
H 4.445 -8.003 15.881
C 7.988 -5.558 13.242
O 7.106 -4.602 12.662
H 8.747 -5.018 13.804
H 7.417 -6.218 13.897
H 8.401 -6.220 12.472
H 6.310 -5.075 12.379
C 2.691 -3.485 13.137
O 2.563 -2.144 12.729
H 2.411 -3.520 14.191
H 1.963 -4.144 12.649
H 3.695 -3.901 13.020
H 2.342 -2.161 11.794
C 11.133 -5.522 10.774
O 10.149 -6.300 10.100
H 10.770 -4.629 11.280
H 11.723 -6.126 11.472
H 11.887 -5.209 10.044
H 9.322 -5.829 10.307
C 4.876 -4.419 15.623
O 4.638 -5.801 15.449
H 5.234 -4.180 16.626
H 5.773 -4.204 15.030
H 4.106 -3.685 15.396
H 4.559 -5.985 14.504
C 6.830 -6.271 9.679
O 7.641 -5.111 9.599
H 6.034 -6.196 10.417
H 6.328 -6.434 8.716
H 7.480 -7.142 9.739
H 7.086 -4.327 9.601
```

- Orbital gap: 9.235 eV
- SMILES: NC(N)=O.NC(N)=O.NC(N)=O.NC(N)=O.NC(N)=O.CO.CO.CO.CO.CO
- Energy relative to the best compared isomer or geometry (same formula, charge and spin): 30.9 kcal per mole
- E: -1705.07675 a.u.

Here are the Löwdin charges for atoms 1 to 6, given in e: atom 1 (N): 0.172, atom 2 (C): -0.657, atom 3 (N): 0.172, atom 4 (O): 0.014, atom 5 (H): 0.101, atom 6 (H): 0.048